1.
Below is C38H47BN11O8W as an isolated structure at a distorted geometry, with properties calculated with wB97M-V/def2-TZVPD.

## Properties
- Lowest unoccupied orbital energy (alpha / beta): -0.02278 / -0.02238 Ha
- 2S+1: 2
- Expectation value of S²: 0.7539
- Gap between HOMO and LUMO (alpha / beta): 5.444 / 5.124 eV
- HOMO level (alpha / beta): -0.2229 / -0.2107 Ha

XYZ file:
```
106
Properties=species:S:1:pos:R:3:forces:R:3
C -2.73693 3.60105 1.69224 0.18 -0.21 0.12
H 2.63377 2.32055 5.72204 0.08 0.04 0.08
C -0.99053 0.48275 -5.24746 -0.09 0.02 0.13
N -3.26203 -1.64025 -1.48636 0.10 0.20 -0.08
O 4.36517 -4.18375 -0.08666 -0.08 0.08 -0.42
C -2.71983 3.24385 4.25234 0.13 -0.07 0.02
H -2.04383 -3.55595 -4.51146 -0.02 0.00 0.07
C -0.63923 0.25845 -3.92036 0.00 -0.02 0.01
C -1.95253 -1.96105 -1.64746 0.01 0.01 0.73
C 3.18427 -2.78305 3.10244 0.24 -0.27 -0.37
O 5.04387 -4.63855 1.97184 -0.05 -0.01 -0.04
C -0.30313 -3.42055 -2.69326 0.15 0.03 0.17
H -3.38063 4.45425 1.62554 -0.18 0.15 -0.05
H 1.51707 4.72715 -0.06066 -0.07 -0.12 0.05
C -3.63163 -0.63565 -0.51176 0.25 0.18 0.32
B -0.62473 1.09305 3.37224 -0.26 -0.20 -0.88
H 0.02507 -3.07225 0.27364 -0.05 -0.15 -0.03
C -0.89183 -2.28045 2.02764 -0.08 0.19 0.06
N 1.59897 2.98905 -1.18996 0.54 -0.08 -0.30
H 3.62037 -3.27305 3.94764 0.16 -0.13 0.17
H -3.05193 -4.26785 -3.23806 0.03 -0.04 -0.08
C 1.84367 1.78095 3.84364 -0.28 -0.25 -0.41
C 0.55697 -0.38715 -3.63046 -0.10 0.07 0.15
H 0.80067 -0.60155 -2.59756 0.03 -0.01 -0.02
H 4.29097 0.50445 0.87274 0.01 0.01 -0.04
C -0.14583 0.07645 -6.26596 -0.03 -0.02 -0.09
O -1.03473 0.83065 -1.64726 0.44 0.52 0.15
C 3.38907 -2.99625 1.75124 -0.24 0.24 0.15
H -1.93123 0.97165 -5.45966 -0.05 0.01 0.00
C 1.05367 -0.55285 -5.96896 0.07 0.02 -0.11
N 0.84277 1.36185 3.03884 0.72 0.38 0.64
C -1.24563 -2.53265 3.35484 0.04 0.38 -0.12
O 1.47647 -0.79005 -0.57586 0.32 -0.30 -0.28
N -0.70113 -0.95935 1.85424 -0.37 0.13 -0.16
H -1.48273 -3.48295 3.78294 0.00 -0.29 0.12
H -4.85393 -2.83215 -2.11676 -0.12 0.10 -0.06
C 3.05557 2.92515 -3.06066 0.66 1.09 -0.23
O 0.71647 2.41255 -0.39206 0.57 0.98 -0.58
C -2.22263 3.26565 -0.80396 -0.04 -0.07 -0.19
H -0.32273 -4.47995 -2.42446 0.03 -0.06 0.00
H -4.38403 -2.60115 -4.53676 -0.02 -0.03 0.06
H 1.90507 -1.39805 4.06594 -0.04 -0.04 -0.22
H -1.61173 -3.66085 0.56674 0.03 0.00 -0.08
H -1.71173 -1.94355 5.93944 -0.05 -0.07 0.09
C 1.66817 2.08905 5.28484 -0.12 0.00 0.01
H -4.94753 -1.10745 -2.56136 0.02 -0.04 0.06
C 2.62197 1.42785 1.79884 -0.26 -0.04 0.18
H -2.70323 4.23205 -0.92956 -0.07 0.12 0.11
C -3.63903 -2.27005 -3.81276 0.04 -0.12 0.21
C -2.58303 -3.33725 -3.58566 -0.36 0.09 -0.18
C 3.47227 4.23785 -2.80426 -0.68 -0.60 0.47
H 1.23997 1.23935 5.81334 -0.04 0.00 0.11
C 1.98917 4.27525 -0.91876 -0.72 -1.15 0.20
H -0.27993 -4.24345 1.57114 0.00 -0.02 0.05
C 4.33637 -4.00905 1.21844 0.07 -0.02 0.16
W 0.01407 0.50185 0.26514 -0.82 -1.19 -0.67
C 3.52527 1.24395 0.62954 -0.19 -0.03 -0.16
H 4.02747 2.17845 0.37094 0.03 -0.01 0.02
H 4.18947 4.72655 -3.43926 0.14 0.06 -0.08
C -0.67393 -3.37475 1.04454 0.14 0.08 -0.19
H 0.35667 -2.89185 -2.01556 0.07 -0.02 -0.01
C -1.23283 -1.31155 3.99024 0.08 -0.12 -0.38
H 3.97117 2.13515 3.39334 0.25 0.06 0.15
H 2.96597 0.88415 -0.23416 0.16 0.01 0.14
H -4.51013 -0.97405 0.04144 -0.01 -0.02 0.03
C -2.33153 2.95965 2.84504 0.04 -0.13 -0.38
N 2.27267 -1.80415 3.21804 0.20 -0.17 -0.39
O 2.75557 -2.49135 -1.19336 -0.08 0.27 0.30
N -1.50973 1.95435 2.47804 -0.34 0.49 0.29
H -3.84813 0.31185 -1.01366 0.00 -0.07 0.03
H -3.10443 2.34685 4.73344 -0.04 -0.02 0.10
C 2.12857 2.32665 -2.25916 -0.93 0.02 0.98
C -1.56023 0.69465 -2.80086 -0.06 0.19 0.26
C 2.52447 -2.05535 1.11674 -0.04 -0.18 1.03
H -3.16213 -1.36255 -4.18456 -0.02 0.03 -0.06
C 1.40707 -0.78005 -4.64946 0.06 -0.06 -0.02
N -1.62943 -2.85625 -2.61546 0.16 0.01 -0.22
H 1.73987 1.33295 -2.42296 -0.03 -0.08 0.10
H -0.42453 0.23835 -7.29696 -0.03 0.05 -0.09
N -0.90633 -0.38285 3.07064 -0.12 -0.35 0.57
H -2.79233 2.51785 -1.35366 0.03 0.02 -0.07
C 2.90927 4.90105 -1.70866 0.61 -0.04 -0.84
N 1.86617 -1.35665 2.03284 0.47 -0.30 0.01
O -2.74923 0.90775 -3.04906 0.03 0.02 -0.27
H 1.70867 -0.87035 -6.76786 0.05 -0.02 -0.07
H -2.79493 -0.48115 0.17794 -0.34 -0.05 -0.12
H 3.19957 5.91585 -1.48556 -0.05 0.05 0.11
C -4.27853 -1.96565 -2.46776 -0.06 -0.12 -0.34
N -1.39123 1.90655 1.12564 -0.40 0.35 -0.16
O -1.08183 -1.53265 -0.86976 0.23 -0.04 0.09
C -1.48373 -1.01625 5.42434 -0.03 0.11 -0.02
H -1.22703 3.29975 -1.24066 -0.11 0.01 -0.10
H -0.60583 -0.56875 5.88734 0.00 0.06 0.13
H 3.74117 -3.56195 -0.59476 0.15 -0.15 0.40
H 3.45637 2.37535 -3.89626 -0.02 -0.12 -0.08
N 1.31117 1.13285 1.79334 0.43 0.78 0.07
C -2.12413 2.92145 0.63524 0.10 -0.18 0.19
H -2.31873 -0.32795 5.54604 -0.02 0.03 0.09
H 2.33637 -1.27575 -4.40926 0.08 -0.11 0.04
H -3.49313 4.00605 4.26834 -0.05 0.05 0.00
H 1.00467 2.94075 5.42504 -0.04 0.04 0.08
C 2.99277 1.83765 3.07994 -0.16 -0.05 -0.30
H 0.08887 -3.32125 -3.70546 0.01 0.01 -0.05
H -0.84713 1.33545 4.50184 0.00 0.05 0.39
H -1.87113 3.60085 4.83274 0.04 0.02 0.11
C 2.24077 -1.77475 -0.31216 -0.02 0.12 -0.50
```
Positions in Å, forces in eV/Å.

=====

2.
Below is a 3-piece molecular cluster, C3H8O3 overall at a distorted geometry, with properties calculated with wB97M-V/def2-TZVPD.

## Properties
- Lowest unoccupied orbital energy: -0.17218 Ha
- Energy above the lowest of the compared OMol25 structures with the same formula, charge and spin: 198.91 kcal per mole
- 2S+1: 1
- Gap between HOMO and LUMO: 4.055 eV
- HOMO level: -0.3212 Ha

XYZ file:
```
14
Properties=species:S:1:pos:R:3:forces:R:3
H 1.67774 -0.79284 -0.19788 0.89 0.94 -0.78
H 0.12766 0.31056 0.50151 0.23 -0.10 -0.01
O 2.47229 0.59401 -0.14867 -0.36 -0.64 0.38
H -2.98085 -0.74525 -1.23085 0.02 -0.13 -0.07
H 0.18327 -1.02323 1.59435 0.12 -0.74 -0.21
C -2.15923 -0.20828 -0.73287 -1.28 1.06 -0.64
H 1.22193 2.65010 0.98274 0.30 0.23 0.53
O 0.85504 -1.34478 -0.43919 -1.15 -0.61 0.66
H -1.77417 -2.01340 0.37801 -0.37 0.29 0.23
H 0.80123 2.46640 0.42125 -0.38 -0.07 -0.46
C -0.01270 -0.78100 0.53907 -0.03 2.95 0.83
C -1.41057 -0.99435 0.21405 1.70 -2.47 -0.67
O -1.98463 0.96593 -0.97812 0.44 -0.32 0.30
H 2.98300 0.91614 -0.90340 -0.14 -0.40 -0.10
```
Positions in Å, forces in eV/Å.

=====

3.
Below is C4H10S as an isolated structure at a distorted geometry, with properties calculated with wB97M-V/def2-TZVPD.

## Properties
- Lowest unoccupied orbital energy: 0.01501 Ha
- Energy above the lowest of the compared OMol25 structures with the same formula, charge and spin: 146.76 kcal per mole
- 2S+1: 1
- Gap between HOMO and LUMO: 8.342 eV
- HOMO level: -0.2916 Ha

XYZ file:
```
15
Properties=species:S:1:pos:R:3:forces:R:3
H 0.57776 -2.24192 1.57806 0.20 0.00 0.19
H -0.08115 0.67355 -1.87081 -0.03 0.13 -0.01
H -1.25675 1.61313 0.23472 0.03 0.19 -0.07
S 0.16215 -0.39536 0.27274 0.24 0.52 -1.01
H 1.70884 1.76525 0.58324 -0.13 -0.13 0.16
C 2.19065 0.78076 0.42171 -0.98 -0.67 -0.31
C -1.40869 0.61101 0.61586 0.80 -0.50 0.09
C -0.03821 -0.35774 -1.53677 0.31 0.23 0.44
H 2.47853 0.42446 1.42763 -0.23 0.00 0.01
H -1.54725 0.62721 1.68985 0.02 0.00 0.14
H 0.83618 -0.84570 -1.95034 0.11 -0.02 0.09
H -0.73577 -2.54416 0.36389 -0.11 -0.09 -0.23
H -2.25546 0.13273 0.13191 0.03 -0.12 -0.07
H -0.93618 -0.89400 -1.82528 -0.15 -0.08 0.17
C 0.18710 -2.03032 0.59646 -0.11 0.56 0.41
```
Positions in Å, forces in eV/Å.

=====

4.
Below is an isolated ion of composition C3H8N2OS and charge -1 at a distorted geometry, with properties calculated with wB97M-V/def2-TZVPD.

## Properties
- Lowest unoccupied orbital energy (alpha / beta): 0.12781 / 0.13677 Ha
- Net charge: -1
- Energy above the lowest of the compared OMol25 structures with the same formula, charge and spin: 3.13 kcal per mole
- 2S+1: 2
- Expectation value of S²: 0.7508
- Gap between HOMO and LUMO (alpha / beta): 2.778 / 9.097 eV
- HOMO level (alpha / beta): 0.0257 / -0.1975 Ha

XYZ file:
```
15
Properties=species:S:1:pos:R:3:forces:R:3
H 2.82221 -0.38777 0.18239 0.12 -0.37 -0.07
H -0.13506 1.09842 0.81251 -0.21 0.08 0.23
N -1.09681 1.15821 -1.10649 -0.51 0.31 0.20
N 1.87442 -0.70975 0.06422 -0.64 0.71 -0.51
C -1.12313 -0.79498 0.29486 0.15 1.52 0.85
H -0.24408 -0.31738 2.54056 -0.18 -0.12 -0.22
H -1.11213 -1.48403 -0.53828 0.07 -0.36 0.01
O 1.48823 0.63597 -1.69943 -0.20 0.69 0.09
H -2.13718 -0.41721 0.43146 0.00 -0.22 -0.19
H -1.28522 2.13424 -0.93828 0.07 0.06 0.49
H -0.65198 1.14728 -2.00744 0.54 -0.29 -0.13
C 1.07546 0.17966 -0.64777 0.68 -1.31 0.27
H 1.42605 -1.21907 0.81040 0.20 0.24 0.53
S -0.59329 -1.50329 1.86965 0.13 -0.62 0.36
C -0.30746 0.47969 -0.06836 -0.22 -0.34 -1.92
```
Positions in Å, forces in eV/Å.

=====

5.
Below is a 5-piece molecular cluster, C29H28BNO20S overall, with properties calculated with wB97M-V/def2-TZVPD.

## Properties
- Lowest unoccupied orbital energy: -0.06539 Ha
- 2S+1: 1
- Gap between HOMO and LUMO: 7.328 eV
- HOMO level: -0.3347 Ha

XYZ file:
```
80
Properties=species:S:1:pos:R:3:forces:R:3
C 0.42020 -4.87961 -5.39512 0.22 0.26 -0.29
O 4.86875 -3.22104 3.59938 0.11 -0.10 0.10
O 4.18069 -2.19812 6.55145 0.01 0.04 -0.18
H -1.14817 -3.03978 -2.87620 0.04 -0.02 0.02
H 5.50228 -1.67511 5.06649 0.03 -0.17 -0.20
C -1.48832 -0.58045 -0.31046 0.13 -0.47 -0.03
C 2.13473 -5.09894 2.33009 -0.15 0.00 -0.10
C -0.38541 1.38958 -0.97981 0.56 0.54 0.25
S -2.46535 2.72919 -4.23164 -0.03 -0.30 -0.29
C 3.80720 -3.39176 3.02306 -0.21 0.40 -0.15
C -1.13335 2.41133 -1.80463 -0.05 -0.65 -0.05
H -3.12835 1.67918 -2.19244 -0.15 -0.17 0.05
H -5.88513 1.33744 0.44355 -0.15 0.03 -0.08
C 0.01807 -2.19849 -4.50596 -0.23 -0.26 0.31
O 1.08524 -1.71384 1.26849 0.09 -0.12 0.21
O -1.27666 0.71864 -0.07152 -0.49 -0.02 -0.68
C 5.14517 -2.08616 7.28270 -0.11 -0.09 0.40
C -4.94535 6.50765 -4.14223 0.14 -0.15 0.08
C -3.98123 6.65774 -3.07130 -0.25 -0.15 -0.33
C 0.80793 -2.52291 -5.74554 0.14 -0.10 -0.19
C 0.99541 -3.78316 -6.15699 0.00 -0.19 -0.02
C 7.51872 -1.72224 8.82763 0.12 0.10 -0.44
C -2.18072 1.77191 -2.71453 -0.08 0.48 0.15
H -3.01745 3.80155 -3.65795 0.02 0.09 0.14
O -6.32891 9.77902 -4.19049 -0.16 -0.02 -0.16
H 1.01154 -0.68874 -5.87128 -0.03 0.07 0.05
H 4.17375 -2.66441 9.14516 0.00 0.00 0.02
O -4.89463 -0.00348 -0.71832 0.35 0.19 0.36
O -3.78475 -1.56019 -2.07014 0.49 0.24 0.49
H -4.59107 9.98274 -2.21395 0.02 0.00 0.01
C 3.02197 -2.32965 2.43423 0.19 -0.01 0.12
H 0.32057 -2.18862 0.88596 -0.03 0.08 -0.27
H -2.58131 7.14841 -1.35091 0.04 -0.08 -0.01
H -2.66163 -1.98162 0.26660 -0.06 -0.16 -0.05
H 8.50121 -1.17605 6.96573 -0.01 0.01 -0.03
O -0.89473 -5.60331 -3.54182 0.02 -0.06 -0.03
H -0.60741 -6.38541 -4.04865 0.03 -0.07 -0.04
C -0.56940 -3.29102 -3.75622 -0.14 0.27 0.16
C 1.85741 -2.62044 1.83255 0.10 0.22 0.04
H -5.01516 5.54669 -4.63296 -0.02 0.01 -0.02
N -2.76380 -0.98021 0.12099 0.36 -0.39 0.25
O -6.61618 7.49703 -5.45256 -0.04 0.07 -0.02
O 0.55055 -6.05187 -5.69041 -0.10 -0.16 0.10
H -4.92041 0.19497 1.36312 0.13 -0.20 0.09
H -4.14255 1.52541 0.49384 0.25 -0.02 -0.04
H -1.85622 0.78438 -3.03509 0.11 -0.12 -0.16
O 6.27336 -2.38775 10.74799 0.05 0.01 0.04
O -3.23374 5.76925 -2.69779 0.07 0.09 0.21
H 1.75836 -6.10928 2.25844 0.02 -0.01 0.02
C 5.11019 -2.34268 8.71233 -0.12 -0.02 -0.13
H 1.56173 -4.02695 -7.04442 0.01 0.02 0.00
C -5.60509 8.88534 -3.79939 0.27 0.14 0.35
H 7.19023 -2.18717 11.01566 0.09 0.03 0.02
C 7.56084 -1.48593 7.39839 0.12 0.01 0.16
O 4.08670 -5.71676 3.47233 0.05 0.02 0.03
O -0.09188 -1.02273 -4.20278 0.04 0.16 -0.15
C -3.88744 7.98297 -2.36561 -0.02 0.24 0.07
H -1.59029 3.13319 -1.13473 -0.07 0.31 -0.08
C 6.22090 -2.17512 9.44120 -0.25 -0.07 0.04
H 0.34881 1.90872 -0.37085 0.11 -0.04 0.19
H -3.67313 -0.95732 -2.80735 -0.35 -0.10 -0.49
H 3.40535 -1.32123 2.49768 -0.03 0.02 -0.01
B -3.83851 -0.82208 -0.89490 -0.30 -0.04 -0.51
H 4.85200 -5.23143 3.83299 0.06 0.05 0.04
O -0.66868 -1.33074 -0.80166 -0.32 0.34 0.30
O 1.29434 -1.46825 -6.38500 -0.01 0.05 0.03
C -4.65173 9.02610 -2.71262 -0.13 0.12 -0.08
O 0.25853 -4.20609 1.21582 -0.10 0.15 -0.06
C 3.29764 -4.80381 2.92426 -0.12 -0.21 -0.05
H 0.15241 0.69280 -1.61308 -0.12 -0.36 0.01
O 6.41215 -1.46410 5.35795 -0.12 0.07 0.10
C -0.38857 -4.55255 -4.16876 -0.07 0.15 0.14
C 6.45119 -1.65616 6.66310 0.22 0.07 -0.07
H -0.39071 2.89581 -2.43138 0.10 0.28 0.01
O -2.99552 8.03019 -1.38673 0.03 -0.06 0.00
C -4.94544 0.79670 0.46342 -0.46 0.34 0.00
C 1.33301 -4.03234 1.75566 0.14 -0.40 0.14
C -5.71324 7.55042 -4.48925 0.04 -0.24 -0.06
H -7.02198 8.38379 -5.49587 -0.03 0.08 -0.01
O 8.47050 -1.58102 9.57305 -0.01 -0.05 0.22
```
Positions in Å, forces in eV/Å.